Here is 2 unconnected molecules or ions with the total composition C9H12N3O in a non-equilibrium geometry from OMol25. Energies are from ωB97M-V with the def2-TZVPD basis set.

Last column: natural (NBO) charge in e.
Cartesian coordinates (Å):
C -0.33 -2.18 1.96  -0.216
C 0.74 -2.82 1.37  -0.116
C -0.53 -0.82 1.69  -0.104
C 1.66 -2.17 0.62  -0.247
C 0.29 -0.14 0.75  -0.243
C 1.40 -0.83 0.22  0.273
C 1.59 0.91 -1.51  -0.067
C 0.31 1.26 0.44  0.582
C -3.08 0.51 -1.80  0.325
N 2.24 -0.18 -0.77  -0.585
N 1.06 1.84 -0.51  -0.531
N -0.37 2.12 1.17  -0.716
O -2.02 0.89 -1.45  -0.541
H -0.93 -2.67 2.61  0.229
H 0.98 -3.76 1.65  0.224
H -1.24 -0.17 2.11  0.206
H 2.51 -2.68 0.27  0.231
H 2.51 1.25 -2.13  0.235
H -3.64 -0.26 -1.34  0.109
H 0.81 0.72 -2.32  0.198
H -3.62 0.82 -2.74  0.110
H 2.64 -0.86 -1.39  0.401
H 0.81 2.77 -0.77  0.420
H -0.86 1.97 2.00  0.419
H -0.63 3.01 0.80  0.405

Properties
Energy ... -16038.1846 eV
Spin multiplicity ... 1
Energy above the lowest of the compared OMol25 structures with the same formula, charge and spin ... 1.459 eV
Charge ... +1
Gap between HOMO and LUMO ... 8.354 eV
HOMO level ... -12.1519 eV


Here is 2 unconnected molecules or ions with the total composition C9H12N3O5 in a non-equilibrium geometry from OMol25. Energies are from ωB97M-V with the def2-TZVPD basis set.

Last column: natural (NBO) charge in e.
Cartesian coordinates (Å):
N 2.98 0.18 0.03  -0.292
C 1.81 0.53 0.02  0.272
C 0.23 0.75 0.15  -0.305
C -0.12 0.68 1.73  -0.429
C -1.52 1.37 2.13  -0.074
O -2.32 1.85 1.02  -0.732
C -0.68 -0.17 -0.79  -0.284
C -0.84 0.64 -2.20  0.279
N -1.09 1.11 -3.29  -0.337
C -0.10 -1.61 -1.16  -0.432
C -0.37 -2.67 0.17  0.085
C -1.88 -3.44 0.14  -0.216
O -1.46 -2.24 1.14  -0.584
H 0.03 1.85 -0.17  0.288
H 0.71 1.29 2.26  0.238
H 0.00 -0.40 2.09  0.231
H -1.38 2.26 2.86  0.177
H -2.13 0.57 2.72  0.170
H -3.23 1.49 1.20  0.473
H -1.76 -0.22 -0.37  0.281
H -0.66 -2.10 -2.04  0.239
H 1.02 -1.66 -1.39  0.265
H 0.57 -3.32 0.58  0.231
H -2.65 -2.77 -0.42  0.214
H -2.19 -4.07 1.05  0.236
N 4.25 2.53 -1.87  0.711
O 3.30 3.11 -1.32  -0.576
O 4.09 1.95 -2.95  -0.566
O 5.38 2.53 -1.32  -0.563

Properties
Energy ... -24226.3272 eV
Spin multiplicity ... 1
Charge ... -1
Gap between HOMO and LUMO ... 5.890 eV
HOMO level ... -3.7658 eV